(1)
Here is a structure of composition C22H32F24Li3N4O24S11 in a non-equilibrium geometry from the OMol25 dataset. Energies are from ωB97M-V/def2-TZVPD.

Structure (XYZ):
```
120
Properties=species:S:1:pos:R:3:forces:R:3
Li 4.80750 -3.61816 -17.84630 0.61 -0.10 -0.55
Li 9.37650 -6.69070 -20.99895 1.10 -0.05 0.35
Li 6.79654 -7.00250 -20.57756 -0.91 -0.07 0.28
N 13.82226 -5.48860 -16.76758 -1.77 -1.32 2.39
S 13.34968 -6.46424 -15.45969 1.37 -1.41 -2.23
O 11.94192 -6.71114 -15.35406 0.09 0.27 0.04
O 14.14389 -6.36955 -14.29664 0.22 0.61 0.75
F 13.92290 -7.82511 -16.09587 -0.29 0.12 -0.23
S 12.85356 -4.26631 -16.48657 0.05 3.45 -1.05
O 13.02549 -3.68432 -15.18576 -0.20 -0.35 0.23
O 11.53580 -4.22583 -17.04303 0.10 -0.86 0.05
F 13.57628 -3.17188 -17.43905 0.31 -0.55 0.03
N 4.89186 -2.15409 -19.26525 0.84 -0.07 -2.69
S 4.75267 -2.75835 -20.80772 -1.61 -3.72 1.22
O 5.87795 -3.44046 -21.35919 0.29 1.43 -0.30
O 3.78291 -2.18164 -21.64836 -0.19 1.02 -0.13
F 3.98115 -4.10480 -20.23446 -0.45 0.33 0.18
S 6.19265 -1.22848 -19.44741 -0.12 3.70 3.13
O 6.08036 -0.27180 -20.49054 -0.28 -0.41 -0.98
O 7.47239 -1.71098 -19.11326 -0.17 -1.30 -0.92
F 5.88972 -0.36102 -18.11550 -0.20 -0.32 -0.40
N 8.01602 -7.58989 -21.99917 -0.22 -0.43 -4.67
S 7.88452 -6.91270 -23.59675 -1.07 3.14 0.54
O 6.67640 -7.21492 -24.24904 -0.94 -0.92 -0.16
O 9.06011 -6.88328 -24.36974 1.06 0.00 0.55
F 7.60347 -5.45204 -23.07087 0.58 -0.13 0.53
S 8.02129 -9.11839 -22.59427 1.08 -4.21 3.55
O 9.14382 -9.57087 -23.34532 -0.12 1.15 -0.33
O 6.74990 -9.66155 -22.89259 -0.70 0.53 -0.30
F 8.33138 -9.77938 -21.15239 -0.25 0.33 -0.13
N 8.14570 -6.05554 -19.56257 -0.24 2.14 2.94
S 8.43746 -6.59752 -18.05483 0.48 -4.19 0.39
O 7.61209 -6.18142 -16.96995 -0.56 0.54 -0.66
O 9.79815 -6.81105 -17.84147 1.55 0.30 0.37
F 7.92708 -8.11554 -18.36456 -0.43 0.36 -0.04
S 8.01985 -4.45255 -19.10552 -1.16 2.74 -4.66
O 9.12394 -3.85155 -18.50597 1.06 -0.61 1.65
O 6.68970 -4.05912 -18.79142 -0.33 -1.54 1.18
F 8.15614 -3.92096 -20.59259 0.17 -0.85 0.18
C 11.85306 -0.02018 -18.13276 0.03 0.46 0.51
C 10.65245 -0.76352 -18.70149 0.09 -0.89 -1.46
C 9.39132 -0.18218 -18.08910 0.49 0.95 0.70
S 9.87716 0.27577 -16.39281 0.57 -1.02 -1.16
O 9.40258 -0.78187 -15.54161 -0.32 0.08 0.68
O 9.54940 1.65092 -16.13218 -0.02 0.49 0.27
C 11.67422 0.01385 -16.62256 -0.61 -0.25 0.19
H 11.78960 0.99068 -18.55650 0.18 0.04 0.23
H 12.84738 -0.40148 -18.35850 -0.19 -0.35 -0.28
H 10.63173 -1.85531 -18.62657 0.47 0.11 0.74
H 10.69669 -0.64831 -19.79251 -0.38 0.32 0.19
H 8.54235 -0.85353 -18.01364 0.73 0.32 0.36
H 9.08060 0.74140 -18.58005 0.01 0.04 0.00
H 11.82956 -0.98369 -16.20627 0.07 0.00 -0.01
H 12.27201 0.72292 -16.05759 -0.15 0.26 -0.09
C 3.95890 -9.15738 -16.93258 -0.36 0.54 0.71
C 2.84945 -8.88993 -17.97996 1.91 0.10 -1.82
C 2.85614 -7.39024 -18.32230 -0.20 0.50 1.70
S 4.54757 -6.78906 -18.05547 -0.47 -1.54 1.12
O 4.62957 -5.47248 -17.49709 -0.61 0.80 0.30
O 5.27810 -7.06124 -19.25279 0.62 -0.22 -1.32
C 4.95920 -7.99219 -16.79999 -0.47 -0.28 0.62
H 4.52511 -10.07209 -17.07751 -0.37 -0.18 -0.23
H 3.41735 -9.21356 -15.98927 0.35 -0.30 0.23
H 1.89348 -9.21815 -17.59731 -0.18 -0.05 -0.32
H 3.16150 -9.39381 -18.89953 -0.59 -0.42 0.12
H 2.22125 -6.99160 -17.52293 0.26 0.85 -0.28
H 2.56059 -6.98348 -19.28379 -0.21 -0.46 -0.20
H 4.81534 -7.52082 -15.83025 -0.07 0.42 -0.11
H 5.98438 -8.33770 -16.79319 0.27 0.29 -0.62
C 11.67358 -10.94622 -18.33650 -0.23 -1.66 0.10
C 12.61095 -11.10913 -19.54010 1.25 1.27 -0.07
C 12.18860 -10.11922 -20.63039 -0.09 0.11 0.46
S 11.61949 -8.66210 -19.74160 0.37 -1.38 0.01
O 10.46712 -8.11710 -20.42976 -0.63 0.43 -0.12
O 12.75197 -7.83160 -19.56138 0.83 0.87 0.28
C 11.17476 -9.52070 -18.21950 -1.67 0.08 -0.78
H 12.08566 -11.29165 -17.38741 0.57 0.27 -0.16
H 10.87728 -11.68873 -18.47338 -0.45 0.59 -0.11
H 12.71776 -12.07379 -20.02913 -0.29 -0.34 0.58
H 13.60727 -10.79649 -19.20978 0.05 -0.19 -0.10
H 11.43474 -10.55572 -21.28099 -0.15 0.37 -0.12
H 13.04129 -9.69820 -21.15796 -0.07 -0.31 -0.40
H 10.08437 -9.52369 -18.31289 0.03 0.07 0.31
H 11.41922 -8.95993 -17.32934 0.48 0.25 0.02
C 6.67854 -6.98732 -13.28777 0.06 -0.31 -1.68
C 8.01410 -7.19843 -12.64463 0.66 0.12 1.25
C 9.13843 -7.37736 -13.69045 -0.67 1.12 0.44
F 10.13966 -7.98947 -13.08352 0.63 -0.53 -0.16
F 8.72056 -8.06215 -14.78650 -0.06 -0.49 0.14
F 8.42601 -6.13798 -11.87389 -0.46 0.16 -0.66
F 7.96585 -8.20961 -11.72088 -0.19 -0.27 -0.80
O 5.72964 -6.37249 -12.45991 -0.42 0.12 0.07
C 4.67053 -7.14786 -12.14299 1.56 0.84 0.97
C 3.86441 -6.44634 -11.05427 -2.75 0.26 -0.23
F 4.38834 -6.56090 -9.83534 0.53 0.01 -0.09
F 3.61598 -5.13371 -11.33030 0.95 0.01 -0.17
F 3.89011 -7.41722 -13.21584 -0.16 -0.13 -0.08
F 5.11252 -8.31986 -11.64166 -0.58 -0.53 -0.14
H 6.35966 -7.94732 -13.70545 -0.11 -0.23 0.59
H 6.76439 -6.42622 -14.22151 0.36 0.60 0.31
H 9.39745 -6.36150 -13.99752 0.44 -0.14 -0.22
H 2.84006 -6.84681 -11.06903 0.35 -0.62 0.28
C 9.06531 -1.87098 -25.59088 -2.94 0.69 -2.48
C 8.75370 -3.29928 -26.02424 2.11 -0.25 1.36
C 10.00887 -3.94542 -26.61618 0.42 -0.04 -1.72
F 9.76762 -5.16896 -27.13878 -0.28 0.09 0.32
F 10.40714 -3.15608 -27.68858 -0.17 -0.17 0.44
F 8.49884 -4.02361 -24.89115 -0.60 0.08 -0.44
F 7.72029 -3.33305 -26.86683 -0.13 -0.01 0.01
O 10.05269 -1.76370 -24.65745 1.23 -0.19 0.33
C 9.86110 -1.00682 -23.52686 0.24 -0.72 -0.22
C 9.09156 -1.84534 -22.50768 -2.11 0.43 -0.25
F 9.64306 -3.06277 -22.38906 0.66 0.29 0.31
F 8.93963 -1.20332 -21.33337 0.98 -0.12 0.14
F 11.07039 -0.66446 -23.07524 -0.04 0.02 0.01
F 9.18692 0.10044 -23.85688 -0.26 0.46 0.36
H 8.05687 -1.46246 -25.40658 0.32 -0.06 1.21
H 9.23297 -1.30051 -26.51394 0.89 -0.15 0.09
H 10.86728 -4.01656 -25.95091 -0.29 0.12 0.39
H 8.05501 -1.96517 -22.85081 0.19 -0.24 -0.39
```
Positions in Å, forces in eV/Å.

Kohn-Sham gap: 7.40 eV
LUMO level: 0.79 eV
Net charge: -1

---

(2)
Here is a structure of composition C22H32F27HfN6O20S9 in a non-equilibrium geometry from the OMol25 dataset. Energies are from ωB97M-V/def2-TZVPD.

Structure (XYZ):
```
117
Properties=species:S:1:pos:R:3:forces:R:3
Hf 0.85100 4.48040 -0.09202 -2.70 -3.33 3.30
C -0.69156 0.14840 0.60020 0.88 0.86 -1.37
F 0.14030 -0.58555 -0.16616 -0.61 0.05 2.07
F -1.56165 0.62381 -0.26315 -0.99 0.26 0.48
F -1.31093 -0.44379 1.61594 0.87 -0.17 -0.84
S 0.28511 1.67197 1.27370 4.16 2.14 1.08
O 1.07006 1.31881 2.46586 -2.74 -0.10 -2.66
O 1.15946 2.22171 0.15748 1.38 -0.74 -2.11
O -0.47311 2.94016 1.29089 -2.64 1.07 1.38
C -2.24863 -1.44418 -3.21861 -1.19 1.26 -1.37
N -3.48024 -0.51939 -3.52615 1.48 -1.39 -0.98
C -4.09048 -0.21944 -2.17999 0.66 0.19 -0.94
C -2.88319 0.75736 -4.14096 1.37 0.09 0.73
C -4.55813 -1.27703 -4.41724 0.43 1.90 0.26
C -4.12645 -2.05491 -5.67939 1.48 -1.24 1.66
O -3.28527 -1.24397 -6.43104 -0.02 1.16 -0.49
H -2.64873 -2.38823 -2.84877 0.31 0.25 0.42
H -1.60779 -0.81571 -2.60019 0.03 -0.61 0.36
H -1.74310 -1.60512 -4.17078 -0.04 -0.09 0.09
H -3.29252 0.24902 -1.60388 -0.46 0.56 -0.13
H -4.28740 -1.14474 -1.63856 -0.57 -0.02 -0.40
H -4.94212 0.41333 -2.42981 -0.08 -0.04 0.84
H -3.44776 1.57780 -4.58393 -1.18 -0.86 0.06
H -2.08610 0.51380 -4.84340 -0.41 -0.41 -0.11
H -2.34844 1.24171 -3.32392 -0.12 -0.17 0.17
H -5.08314 -0.38519 -4.75941 -0.68 -0.30 -0.01
H -5.10356 -1.78324 -3.62078 -0.30 -0.50 -0.77
H -4.92923 -2.54843 -6.22718 -0.67 0.77 0.06
H -3.52300 -2.91628 -5.39304 0.00 -0.33 0.55
H -2.69281 -1.76503 -6.97793 -0.10 -0.11 -0.10
C -2.80231 -7.84227 2.47762 -0.49 1.08 0.45
C -1.34312 -7.44288 2.18110 -0.59 0.21 1.78
C -0.89567 -6.46996 3.31864 1.00 -0.53 -1.51
N 0.35733 -5.60751 2.94625 -0.35 1.96 0.69
C 1.38216 -6.21078 2.02316 0.09 -0.21 0.01
C 1.01449 -5.12538 4.32461 0.73 0.37 -1.44
C 1.60065 -3.70767 4.04801 -0.36 -1.66 0.19
C 0.36525 -3.16639 3.41198 -0.52 1.30 -1.43
C -0.09599 -4.18214 2.32487 0.72 0.10 1.77
H -3.08274 -8.09400 3.50041 0.92 -1.16 0.19
H -3.23573 -8.53669 1.75788 0.09 0.09 0.18
H -3.38631 -6.92377 2.53610 -0.27 0.37 -1.12
H -1.35798 -6.91524 1.22743 0.41 -0.30 -0.11
H -0.71780 -8.33404 2.23504 0.20 0.19 -0.63
H -0.61084 -7.01664 4.21759 -0.12 -0.03 -0.10
H -1.74190 -5.81603 3.52929 0.43 0.38 0.17
H 0.88285 -6.49094 1.09563 0.18 0.02 0.11
H 1.94340 -7.04921 2.43563 -0.74 -0.33 0.39
H 2.20232 -5.52236 1.81942 -0.45 0.61 -0.03
H 1.81537 -5.80912 4.60600 -0.60 -0.43 0.21
H 0.13126 -5.03392 4.95678 0.50 -0.33 0.45
H 2.50303 -3.77023 3.43983 -0.16 0.05 -0.33
H 1.92237 -3.21472 4.96540 -0.33 -0.03 0.07
H 0.47035 -2.21522 2.89013 0.34 0.12 0.04
H -0.37230 -2.97236 4.19074 -0.30 -0.32 -0.07
H 0.43940 -3.94637 1.40516 0.14 -0.56 0.04
H -1.17082 -4.07801 2.17659 0.04 -0.72 -0.05
C -3.31107 3.75714 1.29365 -0.26 -1.02 0.02
F -4.67394 3.83840 1.29217 2.25 0.63 0.52
F -2.66070 4.30286 2.30830 -1.31 0.00 -0.27
F -3.05949 2.41367 1.33146 -0.20 1.12 -0.28
S -2.66993 4.47763 -0.38440 -4.83 -0.69 -0.72
O -2.23956 3.29993 -1.06762 1.05 -0.01 -0.38
O -3.95130 5.10271 -0.88289 4.61 -1.12 0.92
N -1.21581 5.43989 -0.08477 -1.59 -1.18 -0.71
S -1.89665 6.87125 0.28797 -1.29 6.11 4.82
O -3.16415 6.75473 1.05933 2.64 -0.94 -2.22
O -0.99991 7.84702 0.96024 -0.69 -2.75 -2.50
C -2.36262 7.74189 -1.35896 -0.20 0.34 -2.00
F -3.45806 8.51652 -1.16022 1.48 -1.45 -0.10
F -1.36587 8.51907 -1.81189 -0.51 -0.42 1.09
F -2.56041 6.84802 -2.38408 -0.33 0.97 1.78
C 0.44909 4.05028 4.36668 0.93 -2.50 1.62
F 0.47758 4.60341 5.55646 -0.63 1.33 -0.55
F 1.05350 2.84574 4.63399 -0.86 1.39 -1.72
F -0.76674 3.88661 3.89064 0.38 0.04 0.39
S 1.36014 5.18434 3.12196 2.19 2.74 -0.11
O 0.43218 5.82214 2.18091 -0.61 -0.18 0.07
O 2.23306 6.03545 3.98628 -2.73 -2.81 -2.94
N 2.06946 4.21572 1.76771 0.09 0.74 3.13
S 3.52304 3.88604 2.53524 6.89 -0.30 0.02
O 4.41391 5.02080 2.19029 -2.04 -2.12 0.23
O 3.59669 3.45864 3.95246 -1.78 0.75 -3.06
C 4.24354 2.29125 1.56880 0.67 0.47 -0.45
F 5.58607 2.19322 1.51363 -1.11 0.87 0.92
F 3.71818 1.25349 2.07875 -0.36 -1.83 2.58
F 3.81885 2.24267 0.33700 -0.38 1.75 -2.30
C 7.01030 -2.52549 1.94261 -1.08 1.52 0.27
F 7.60034 -3.67591 1.84877 0.30 -1.04 -0.02
F 7.54771 -1.82184 2.94857 -0.48 -0.46 0.43
F 7.24164 -1.80851 0.86327 -0.08 0.14 -0.95
S 5.09436 -2.75531 2.17962 2.44 -5.71 -0.93
O 5.02419 -4.00935 2.94064 -0.01 0.57 -1.42
O 4.60206 -1.69752 2.94225 -1.33 3.29 0.20
N 4.63545 -3.09832 0.53781 1.96 -1.53 4.30
S 3.71778 -1.98606 0.09154 -1.57 -0.20 -1.92
O 2.40357 -2.01942 0.72360 0.21 0.39 -0.59
O 4.44008 -0.77267 -0.02654 -0.43 2.10 -0.44
C 3.44373 -2.63183 -1.72908 -0.86 2.87 1.00
F 3.23488 -3.90069 -1.84472 1.19 -1.83 -0.18
F 2.24562 -2.11135 -2.08030 -0.52 0.94 -0.32
F 4.34332 -2.10247 -2.58865 -0.34 -1.15 0.69
C 2.33971 1.78125 -3.07028 0.74 -0.47 0.27
F 3.20948 2.73169 -3.34281 -0.34 0.45 -0.95
F 2.44834 0.75754 -3.93706 -0.36 1.06 0.78
F 2.64244 1.40517 -1.85155 -0.50 -0.83 0.33
S 0.52914 2.37356 -3.11181 -0.83 -4.72 1.11
O 0.23397 2.31122 -4.52706 0.21 1.53 0.94
O -0.30525 1.41743 -2.36895 1.82 1.96 -0.22
N 0.57797 3.93377 -2.26844 0.08 -2.35 -1.85
S 0.49756 4.86574 -3.62336 0.54 5.86 -0.76
O 0.47042 6.23741 -3.08979 -0.68 -1.82 0.26
O 1.53917 4.68789 -4.59668 -1.11 -0.96 0.66
C -1.31847 4.58703 -4.43877 -0.95 -0.29 -0.67
F -2.01922 3.64401 -3.79518 0.59 -0.02 0.39
F -2.04176 5.67743 -4.39804 0.70 0.73 0.60
F -1.28535 4.26029 -5.71778 1.18 -0.37 0.05
```
Positions in Å, forces in eV/Å.

Kohn-Sham gap: 5.53 eV
LUMO level: -5.31 eV
Net charge: +1

---

(3)
Here is a structure of composition C22H32I2IrN2OSb in a non-equilibrium geometry from the OMol25 dataset. Energies are from ωB97M-V/def2-TZVPD.

Structure (XYZ):
```
61
Properties=species:S:1:pos:R:3:forces:R:3
Ir 0.13941 0.83603 0.30007 -0.10 0.09 -0.08
I 5.50246 -1.68155 4.96600 -0.02 0.01 -0.02
C 4.39297 -0.78569 3.54987 0.21 -0.02 -0.02
C 4.99756 -0.27856 2.39058 0.02 0.03 -0.07
C 4.23227 0.31601 1.42180 0.34 0.01 -0.10
I 5.09484 1.00747 -0.28894 -0.03 -0.04 0.09
C 2.77673 0.42445 1.60239 -0.66 0.45 -0.79
O 2.09731 0.93369 0.66586 0.66 -0.39 0.77
C 2.17062 -0.08075 2.83584 -0.03 -0.14 0.29
C 0.70995 0.13825 3.14635 -0.05 -0.03 -0.01
N -0.19761 -0.28211 2.05300 0.01 -0.01 0.07
C -1.64251 -0.08220 2.37327 0.00 0.00 0.01
C -2.43353 -0.12929 1.09327 0.03 0.03 -0.06
C -3.72238 -0.60893 1.02215 -0.03 -0.01 -0.02
C -4.37958 -0.60537 -0.20377 0.02 0.01 0.00
C -3.71668 -0.13570 -1.32864 -0.04 -0.02 0.02
C -2.42767 0.33266 -1.19439 0.04 0.00 0.07
N -1.79665 0.35136 -0.00501 -0.05 -0.01 -0.02
C 2.97031 -0.67219 3.75186 -0.34 0.11 -0.12
H 6.06751 -0.37061 2.25990 0.00 0.00 0.00
H 0.53305 1.20368 3.31168 0.01 0.00 0.00
H 0.45942 -0.38816 4.06952 0.01 0.00 0.01
H -0.05104 -1.27620 1.86247 -0.01 0.01 0.00
H -1.73747 0.90288 2.83589 0.00 0.00 0.00
H -1.99479 -0.82957 3.08494 -0.01 0.00 0.00
H -4.20787 -0.98950 1.91069 0.00 0.00 0.00
H -5.39185 -0.98034 -0.27919 0.00 0.00 0.00
H -4.18616 -0.13739 -2.30215 0.00 0.00 0.00
H -1.86172 0.69556 -2.04048 0.01 0.00 0.01
H 2.55548 -1.05925 4.67439 -0.01 0.01 -0.01
C -0.58436 4.12803 2.51149 0.00 0.01 0.00
C 0.30065 4.53644 1.33910 0.00 0.01 -0.02
C 1.78384 4.44402 1.67744 -0.01 0.01 0.00
Sb -0.18464 3.36122 -0.38771 0.04 -0.12 -0.01
C -2.20633 3.85996 -0.95521 0.02 0.00 0.00
C -2.56118 5.25997 -0.45738 -0.01 0.00 0.00
C -2.35406 3.75102 -2.47138 0.00 0.00 0.00
C 1.07040 3.96434 -2.03602 -0.05 0.00 0.05
C 1.14319 5.48882 -2.04536 0.02 0.00 -0.03
C 2.43480 3.29384 -1.98526 -0.01 0.01 -0.01
H -0.39793 4.78560 3.36238 0.00 0.00 0.00
H -0.35626 3.10724 2.83234 0.00 -0.01 0.00
H -1.65010 4.18025 2.28520 0.00 0.00 0.00
H 0.05434 5.55562 1.03053 0.00 0.00 0.01
H 2.06672 3.42026 1.94152 0.00 -0.01 0.00
H 2.00099 5.07579 2.54086 0.00 0.00 0.00
H 2.42502 4.77578 0.86103 0.00 0.00 0.00
H -2.83667 3.11956 -0.45750 0.00 0.00 0.00
H -1.92026 6.02302 -0.90214 0.00 0.00 0.00
H -2.51186 5.35750 0.62621 0.00 0.00 0.00
H -3.58512 5.49038 -0.75769 0.00 0.00 0.00
H -1.77286 4.52029 -2.98215 0.00 0.00 0.00
H -3.39924 3.90963 -2.74253 0.00 0.00 0.00
H -2.05159 2.78298 -2.87486 0.00 0.00 0.00
H 0.51730 3.61127 -2.90857 0.01 0.00 -0.01
H 1.65329 5.88006 -1.16329 0.00 0.00 0.00
H 0.16131 5.95910 -2.11394 0.00 0.00 0.00
H 1.71484 5.80964 -2.91884 0.00 0.01 0.00
H 2.99007 3.56971 -1.08680 0.00 0.01 0.01
H 3.02355 3.61982 -2.84531 0.00 0.00 0.00
H 2.36077 2.20578 -2.02527 0.00 -0.01 0.00
```
Positions in Å, forces in eV/Å.

Kohn-Sham gap (alpha / beta): 4.63 / 4.69 eV
LUMO level (alpha / beta): -12.47 / -12.51 eV
Net charge: +3
Energy above the lowest of the compared OMol25 structures with the same formula, charge and spin: 0.053 eV
2S+1: 2
⟨S²⟩: 0.800

---

- Among the records above, which one has the highest net charge?
  C22H32I2IrN2OSb